Here is C16H20N4O3S2 in the gas phase at a distorted geometry from OMol25. Energies are from wB97M-V/def2-TZVPD.

The value obtained for the strongest force on any atom is 1.18 eV/Å. As for the orbital gap: 8.91 eV. For the electronic energy, the calculation gives -50689.64869 eV. The value obtained for the energy above the lowest of the compared OMol25 structures with the same formula, charge and spin is 32.6 kcal per mole.

XYZ file:
```
45
Properties=species:S:1:pos:R:3:forces:R:3:lowdin_charge:R:1
C 2.500 1.096 -1.323 -0.062 0.237 -0.261 -0.041
N 2.116 1.193 0.071 0.271 -0.039 0.126 -0.067
C 1.327 2.183 0.548 0.384 0.036 0.115 -0.552
O 0.959 2.223 1.709 -0.136 0.188 0.220 0.031
C 0.913 3.291 -0.410 -0.515 -0.160 -0.031 -0.338
H 1.330 4.241 -0.077 0.016 -0.059 -0.018 0.093
H 1.154 3.110 -1.451 0.111 0.027 0.058 0.063
S -0.893 3.491 -0.275 0.046 0.449 -0.054 1.003
C -1.319 1.818 -0.438 -0.034 -0.008 -0.120 -0.612
N -0.536 0.875 -0.892 0.122 0.919 -0.099 0.035
N -1.205 -0.280 -0.801 -0.589 -1.026 0.037 0.093
C -2.396 -0.038 -0.315 0.315 0.269 -0.113 -0.251
N -2.523 1.307 -0.059 0.693 -0.359 -0.317 -0.037
C -3.581 2.039 0.574 -0.425 0.288 0.198 -0.032
H -4.138 1.376 1.236 0.035 0.095 -0.030 0.099
H -3.142 2.852 1.154 -0.055 -0.090 0.033 0.078
H -4.256 2.469 -0.169 -0.022 -0.042 0.080 0.101
C -3.401 -1.061 -0.088 -0.341 -0.287 0.107 -0.157
C -4.762 -0.821 -0.260 0.142 -0.028 -0.001 -0.041
C -5.677 -1.835 -0.042 -0.125 -0.024 0.022 -0.080
C -5.247 -3.094 0.342 -0.046 -0.015 -0.013 -0.084
C -3.892 -3.345 0.491 -0.003 -0.058 -0.011 -0.073
C -2.972 -2.338 0.276 -0.026 0.137 0.008 -0.022
H -1.914 -2.517 0.382 0.096 -0.028 0.028 0.109
H -3.553 -4.329 0.777 0.034 -0.078 0.027 0.105
H -5.966 -3.881 0.513 -0.056 -0.063 0.015 0.103
H -6.731 -1.642 -0.178 -0.078 0.006 -0.016 0.104
H -5.110 0.145 -0.595 -0.021 0.098 -0.014 0.105
C 2.321 0.060 0.963 -0.154 0.416 0.642 -0.310
C 1.979 -1.269 0.318 0.660 -0.098 -0.223 -0.142
H 1.613 -1.984 1.048 0.001 -0.068 0.055 0.110
H 1.274 -1.175 -0.503 0.007 -0.108 -0.132 0.094
S 3.575 -1.944 -0.269 0.261 -0.168 -0.153 0.680
O 3.689 -1.874 -1.703 -0.089 0.208 -0.197 -0.332
O 3.807 -3.223 0.341 -0.031 -0.127 0.479 -0.320
C 4.666 -0.683 0.494 -0.568 -0.422 -0.210 -0.200
C 3.763 -0.020 1.508 -0.186 0.245 0.291 -0.154
H 4.106 0.982 1.771 -0.013 -0.058 0.048 0.127
H 3.742 -0.622 2.418 0.021 0.014 0.057 0.126
H 5.004 -0.015 -0.291 -0.010 0.018 -0.121 0.099
H 5.509 -1.199 0.940 0.056 -0.136 -0.062 0.103
H 1.652 0.258 1.810 0.197 -0.176 -0.269 0.146
H 3.053 0.180 -1.500 -0.003 0.180 -0.074 0.051
H 1.611 1.065 -1.957 0.079 -0.027 -0.023 0.085
H 3.130 1.943 -1.604 0.039 -0.077 -0.082 0.101
```
Forces are in eV/Å.